Record 1
Density functional theory data (wB97M-V/def2-TZVPD) for C3H8N2O in the gas phase.

## Properties
LUMO = 0.0359 Ha
Kohn-Sham gap = 10.13 eV
2S+1 = 1
HOMO energy = -9.2 eV
SMILES string = NCNCC=O
Energy above the lowest of the compared OMol25 structures with the same formula, charge and spin = 41.5 kcal per mole
DFT total energy = -8267.5270 eV

CARTESIAN COORDINATES (ANGSTROEM)
O -2.97812 0.68753 -0.08172
C -1.86675 0.42984 -0.46012
C -0.66940 0.27902 0.44576
N 0.56033 0.13843 -0.33033
C 1.50883 -0.82340 0.24247
N 2.89275 -0.54660 0.08926
H -1.67050 0.22077 -1.53055
H -0.61437 1.07489 1.19128
H -0.81911 -0.66789 0.97358
H 1.01441 1.03259 -0.44021
H 1.34485 -1.80899 -0.20452
H 1.32339 -0.95738 1.31919
H 3.27823 -0.69200 -0.82954
H 3.21138 0.32479 0.48994

---

Record 2
Density functional theory data (wB97M-V/def2-TZVPD) for 2 unconnected molecules or ions with the total composition C3H8N2O at a distorted geometry.

## Properties
LUMO (spin up / spin down) = 0.0147 / 0.0257 Ha
Kohn-Sham gap (spin up / spin down) = 8.50 / 8.00 eV
2S+1 = 1
HOMO energy (spin up / spin down) = -8.1 / -7.3 eV
Energy above the lowest of the compared OMol25 structures with the same formula, charge and spin = 132.2 kcal per mole
DFT total energy = -8263.5931 eV

CARTESIAN COORDINATES (ANGSTROEM)
C -0.56769 0.21066 -1.71490
C -0.71698 1.42430 0.48153
C 0.13226 1.21081 -0.75125
N 0.32968 -2.63557 0.17362
N 1.06829 -1.53865 0.02149
O -0.74205 0.13165 -2.89532
H -1.71536 1.91491 0.22067
H 0.01219 1.88142 1.17108
H -1.01288 0.58584 1.02828
H 0.10104 2.12702 -1.35980
H 1.11245 0.68436 -0.50897
H 0.23857 -3.33847 -0.60609
H 0.66412 -3.18810 1.04438
H 1.16221 -1.12705 -0.91412

---

Record 3
Density functional theory data (wB97M-V/def2-TZVPD) for C3H8N2O in the gas phase at a distorted geometry.

## Properties
LUMO = 0.0350 Ha
Kohn-Sham gap = 10.30 eV
2S+1 = 1
HOMO energy = -9.3 eV
SMILES string = [H]/N=C(\N)OCC
Energy above the lowest of the compared OMol25 structures with the same formula, charge and spin = 38.1 kcal per mole
DFT total energy = -8267.6718 eV

CARTESIAN COORDINATES (ANGSTROEM)
C 2.26922 -0.28842 -0.04127
C 0.94564 0.52858 0.14544
C -1.36081 0.07338 -0.18758
H 2.55157 -1.15366 0.72174
H 2.38572 -0.83256 -1.00823
H 3.11662 0.39341 -0.14544
H 1.00076 1.43297 -0.54563
H 0.68770 0.83305 1.28097
H -3.22603 -0.66030 0.19904
H -1.93349 -1.88351 -0.13701
H -2.51757 1.55845 0.10078
N -2.27356 -0.96403 0.08876
N -1.56752 1.32615 -0.14901
O -0.07823 -0.36352 -0.32255

---

Record 4
Density functional theory data (wB97M-V/def2-TZVPD) for C3H8N2O in the gas phase at a distorted geometry.

## Properties
LUMO (spin up / spin down) = 0.0257 / 0.0325 Ha
Kohn-Sham gap (spin up / spin down) = 8.68 / 8.00 eV
2S+1 = 1
HOMO energy (spin up / spin down) = -8.0 / -7.1 eV
Energy above the lowest of the compared OMol25 structures with the same formula, charge and spin = 122.6 kcal per mole
DFT total energy = -8264.0094 eV

CARTESIAN COORDINATES (ANGSTROEM)
C -0.77777 0.22622 0.50849
C 0.07681 -0.99823 0.68740
C 0.00722 1.43072 0.11387
N -1.78091 -0.10071 -0.36379
N 0.95418 -1.41892 -0.28106
O -2.85594 -0.61369 0.01881
H -1.37262 0.40752 1.43060
H -0.56733 -1.82371 0.87591
H 0.25973 1.37204 -0.99398
H 1.06192 1.37530 0.54632
H -0.32934 2.46307 0.17652
H 1.75476 -0.84450 -0.45145
H -1.46476 0.02702 -1.35263
H 1.17685 -2.37649 -0.32761

---

Record 5
Density functional theory data (wB97M-V/def2-TZVPD) for C3H8N2O in the gas phase at a distorted geometry.

## Properties
LUMO = 0.0334 Ha
Kohn-Sham gap = 10.52 eV
2S+1 = 1
HOMO energy = -9.6 eV
SMILES string = NCCNC=O
Energy above the lowest of the compared OMol25 structures with the same formula, charge and spin = 38.0 kcal per mole
DFT total energy = -8267.6798 eV

CARTESIAN COORDINATES (ANGSTROEM)
C -0.94339 -1.42546 -1.07750
N 0.11129 -0.63772 -0.62573
C -0.20797 0.32151 0.43616
C 1.06053 0.83786 1.02098
N 0.70993 1.94625 2.00183
O -1.05695 -1.63889 -2.26478
H -1.56535 -1.89365 -0.30758
H 0.62062 -0.16893 -1.36207
H -0.96185 0.03599 1.19940
H -0.87427 1.16788 0.19721
H 1.48989 0.09906 1.70007
H 1.82114 1.22594 0.34790
H 1.19783 1.71928 2.84975
H 0.88188 2.88249 1.69268

---

Record 6
Density functional theory data (wB97M-V/def2-TZVPD) for C3H8N2O in the gas phase at a distorted geometry.

## Properties
LUMO = 0.0270 Ha
Kohn-Sham gap = 9.57 eV
2S+1 = 1
HOMO energy = -8.8 eV
SMILES string = CN(C)C(N)=O
Energy above the lowest of the compared OMol25 structures with the same formula, charge and spin = 74.2 kcal per mole
DFT total energy = -8266.1103 eV

CARTESIAN COORDINATES (ANGSTROEM)
C -1.50868 -1.19086 0.30234
N -0.38013 -0.23156 0.05847
C -0.22852 1.50010 -0.24046
C 0.86911 -0.73616 0.09162
O 1.27145 -1.86951 0.30275
N 1.70995 0.38496 -0.20188
H -1.10176 -2.21065 0.44664
H -2.09578 -0.97117 1.20421
H -2.20565 -1.25459 -0.54074
H 0.53479 2.11199 -0.80232
H -1.14423 1.62882 -0.77838
H -0.20903 1.92036 0.76364
H 2.11398 0.32460 -1.12084
H 2.37452 0.59368 0.51493

---

Record 7
Density functional theory data (wB97M-V/def2-TZVPD) for a molecular structure, C3H8N2O at a distorted geometry.

## Properties
LUMO (spin up / spin down) = 0.0059 / 0.0059 Ha
Kohn-Sham gap (spin up / spin down) = 7.34 / 7.35 eV
2S+1 = 1
HOMO energy (spin up / spin down) = -7.2 / -7.2 eV
Energy above the lowest of the compared OMol25 structures with the same formula, charge and spin = 173.2 kcal per mole
DFT total energy = -8261.8136 eV

CARTESIAN COORDINATES (ANGSTROEM)
C -2.05476 0.18757 0.17540
C 1.96408 -0.42210 0.43639
N -0.75153 -0.43936 0.19913
C 0.94129 0.57966 0.11915
O -0.68464 -1.44117 -0.79231
N 0.43630 1.53492 -0.39939
H -1.04781 -1.05919 -1.61165
H 1.80765 2.02567 -0.20968
H -2.07417 0.98439 0.92093
H -2.83348 -0.54649 0.42428
H -2.30509 0.62563 -0.80427
H 2.95775 0.02281 0.37151
H 1.85618 -1.24566 -0.27106
H 1.78823 -0.80671 1.44160

---

Record 8
Density functional theory data (wB97M-V/def2-TZVPD) for a molecular structure, C3H8N2O2 at a distorted geometry.

## Properties
LUMO = 0.2610 Ha
Kohn-Sham gap = 3.93 eV
2S+1 = 1
HOMO energy = 3.2 eV
Energy above the lowest of the compared OMol25 structures with the same formula, charge and spin = 106.0 kcal per mole
DFT total energy = -10305.8877 eV
Charge = -2

CARTESIAN COORDINATES (ANGSTROEM)
C 0.81235 0.91189 0.66335
C -1.42120 1.05479 -0.73401
C -0.08493 0.38180 -0.46189
N 0.75473 -2.26250 0.15465
N -0.36009 -1.52020 -0.11717
O 1.95641 -2.34201 -0.58101
O -1.12958 -1.73408 0.94844
H 1.86478 0.66503 0.53406
H 0.84168 2.08462 0.97719
H 0.44373 0.45088 1.49878
H -1.23180 2.03127 -1.25668
H -1.94714 1.27887 0.25430
H -2.15302 0.58441 -1.45506
H 0.49075 0.47139 -1.47730
H 1.16333 -2.05616 1.05235

---

Among the records above, which one has the lowest DFT total energy? C3H8N2O2